Molecular formula: C3H4ClN3S
Method: DFT, ωB97M-V/def2-TZVPD

Element x y z (Å)
N (2.53, -0.14, 0.31)
C (1.38, -0.65, 0.06)
N (1.02, -1.96, -0.10)
C (-0.39, -1.83, -0.19)
C (-0.83, -0.52, -0.17)
Cl (-2.49, 0.10, 0.14)
N (0.26, 0.23, 0.13)
S (0.57, 1.86, -0.23)
H (3.34, -0.72, 0.49)
H (2.77, 0.59, -0.46)
H (-0.80, -2.80, -0.38)
H (0.28, 2.42, 1.12)

Properties
Energy (eV): -31001.9998
Energy relative to the best compared isomer or geometry (same formula, charge and spin) (eV): 2.038
SMILES: Nc1ncc(Cl)n1S

Mulliken atomic charge list, values in e, 5 entries:
1. N -0.440
2. C 0.401
3. N -0.604
4. C -0.224
5. C 0.058